No. 1
The following is a quantum chemistry calculation of a structure of composition C33H57N4OP2Ti, from OMol25.

Last column: Mulliken spin population.
Geometry (Å):
C  0.901  2.227  1.045  -0.003
C  1.403  1.425  -1.134  0.040
C  1.723  3.342  0.847  -0.008
C  2.256  2.520  -1.365  -0.001
C  2.399  3.494  -0.376  0.014
H  1.846  4.072  1.652  0.000
H  2.787  2.596  -2.318  0.000
H  3.047  4.360  -0.543  0.000
N  0.723  1.313  0.048  -0.083
P  0.084  0.067  2.616  -0.038
P  -0.532  -0.357  -2.083  0.028
C  0.225  1.935  2.364  0.030
H  0.728  2.473  3.185  0.004
H  -0.828  2.274  2.327  0.011
C  -1.424  -2.131  0.713  0.120
O  -1.954  -3.164  0.900  0.248
C  1.278  0.253  -2.059  0.047
H  1.707  0.479  -3.045  0.001
C  -0.533  -1.957  -3.160  -0.052
C  -1.509  1.018  -2.996  0.004
C  1.807  -0.488  3.240  -0.009
C  -1.181  -0.106  4.043  0.018
C  -0.604  -3.184  -2.223  0.089
H  -1.639  -3.372  -1.902  0.001
H  -0.253  -4.067  -2.789  -0.002
H  0.011  -3.071  -1.320  0.003
C  -1.791  -2.022  -4.051  -0.009
H  -2.714  -2.034  -3.447  0.001
H  -1.850  -1.201  -4.782  0.001
H  -1.754  -2.970  -4.619  0.000
C  0.730  -2.042  -4.037  0.002
H  0.522  -2.692  -4.907  0.000
H  1.050  -1.060  -4.420  0.000
H  1.568  -2.489  -3.483  0.000
C  -3.006  0.635  -3.065  -0.002
H  -3.256  -0.128  -2.313  0.000
H  -3.605  1.538  -2.839  0.001
H  -3.312  0.272  -4.054  0.000
C  -1.414  2.323  -2.172  0.041
H  -1.460  2.132  -1.090  0.000
H  -0.497  2.889  -2.395  0.001
H  -2.276  2.960  -2.442  0.000
C  -0.954  1.307  -4.405  0.000
H  -0.033  0.744  -4.623  -0.001
H  -1.709  1.009  -5.156  0.000
H  -0.748  2.382  -4.550  0.001
C  -1.373  -1.609  4.339  -0.009
H  -2.066  -1.717  5.195  0.000
H  -1.820  -2.129  3.475  -0.006
H  -0.432  -2.114  4.607  0.001
C  -2.539  0.453  3.579  0.023
H  -2.458  1.468  3.158  -0.001
H  -3.007  -0.196  2.824  0.010
H  -3.208  0.506  4.458  0.000
C  -0.763  0.665  5.312  -0.001
H  -0.218  1.590  5.058  -0.001
H  -1.676  0.965  5.860  0.001
H  -0.143  0.073  5.998  0.000
C  2.843  0.285  2.401  0.017
H  2.915  1.344  2.703  0.000
H  3.836  -0.175  2.552  0.000
H  2.604  0.228  1.329  -0.001
C  1.934  -1.991  2.901  0.028
H  2.625  -2.127  2.050  0.004
H  2.345  -2.522  3.782  -0.001
H  0.963  -2.449  2.656  0.000
C  2.116  -0.229  4.725  0.000
H  1.926  0.821  5.010  0.000
H  1.551  -0.887  5.403  0.000
H  3.191  -0.427  4.895  0.000
Ti  -0.515  -0.471  0.338  1.571
N  1.403  -1.360  -0.223  -0.007
C  2.000  -0.909  -1.251  -0.069
C  3.435  -1.359  -1.666  -0.002
C  3.935  -0.721  -2.977  0.003
C  4.404  -0.956  -0.532  0.002
C  3.452  -2.899  -1.791  0.000
H  3.287  -0.960  -3.837  -0.001
H  4.006  0.378  -2.892  0.000
H  4.946  -1.099  -3.211  0.000
H  4.129  -1.475  0.398  0.000
H  5.441  -1.230  -0.801  0.000
H  4.370  0.132  -0.347  0.000
H  3.950  -3.201  -2.731  -0.001
H  4.002  -3.332  -0.939  -0.001
H  2.433  -3.320  -1.795  0.001
C  -4.967  3.075  0.831  0.000
N  -4.190  1.855  0.661  0.003
C  -4.661  0.634  0.385  0.013
C  -3.587  -0.214  0.277  0.083
N  -2.432  0.464  0.512  -0.162
C  -2.851  1.742  0.723  0.040
H  -6.052  2.866  0.710  0.000
H  -4.792  3.492  1.845  0.000
H  -4.661  3.822  0.068  0.000
H  -5.705  0.380  0.249  0.000
H  -3.668  -1.260  0.027  -0.029
H  -2.220  2.597  0.887  -0.003

Results
* HOMO level (spin up / spin down): -9.413 / -9.959 eV
* 2S+1: 3
* energy above the lowest of the compared OMol25 structures with the same formula, charge and spin: 0.00 kcal/mol
* net charge: +1
* gap between HOMO and LUMO (spin up / spin down): 6.84 / 7.16 eV


No. 2
The following is a quantum chemistry calculation of a structure of composition C33H57NP2SiY, from OMol25.

Last column: Löwdin charge in e.
Geometry (Å):
Y  -0.246  0.722  2.105  1.583
C  1.234  0.476  4.129  -0.265
C  2.091  0.936  3.093  -0.286
C  0.458  2.550  3.395  -0.343
C  0.234  1.492  4.344  -0.299
C  1.618  2.201  2.617  -0.312
C  1.458  -0.744  4.951  -0.009
H  2.150  -1.425  4.447  0.078
H  0.524  -1.297  5.081  0.053
H  1.856  -0.539  5.962  0.110
C  -0.814  1.479  5.383  -0.021
H  -0.695  0.621  6.061  0.089
H  -1.811  1.394  4.937  0.040
H  -0.807  2.405  5.969  0.103
C  -0.441  3.707  3.169  -0.023
H  -0.289  4.431  3.981  0.109
H  -1.515  3.450  3.164  0.073
H  -0.210  4.200  2.217  0.083
C  2.186  2.928  1.457  -0.027
H  2.935  3.675  1.760  0.105
H  1.406  3.452  0.881  0.082
H  2.695  2.238  0.766  0.062
C  3.321  0.264  2.638  -0.025
H  4.229  0.787  2.977  0.113
H  3.339  0.225  1.546  0.057
H  3.366  -0.756  3.027  0.074
C  0.533  -1.801  -0.165  -0.120
C  1.636  -2.041  0.566  -0.108
C  3.052  -2.144  0.109  -0.175
C  3.427  -1.308  -1.137  -0.187
C  3.014  0.122  -1.228  -0.119
C  1.915  0.691  -1.736  -0.111
C  0.563  0.104  -1.881  -0.219
C  0.438  -1.420  -1.607  -0.198
H  3.314  -3.196  -0.123  0.136
H  3.165  -1.869  -2.047  0.109
H  3.684  -1.834  0.955  0.093
H  1.178  -1.956  -2.223  0.082
H  -0.445  -1.947  0.313  0.078
H  1.518  -2.195  1.646  0.094
H  -0.562  -1.742  -1.968  0.105
H  -0.226  0.640  -1.322  0.102
H  1.995  1.716  -2.115  0.117
H  0.287  0.265  -2.952  0.005
H  4.526  -1.266  -1.114  0.118
H  3.842  0.806  -0.994  0.107
P  -0.178  -0.165  -5.076  0.811
P  0.025  2.558  -6.394  0.781
C  -0.254  -0.192  -6.943  -0.432
C  -0.628  1.187  -7.497  -0.455
H  -0.998  -0.950  -7.243  0.074
H  0.733  -0.509  -7.322  0.075
H  -0.234  1.312  -8.522  0.079
H  -1.727  1.294  -7.521  0.076
C  -0.752  3.902  -7.390  -0.338
H  -0.398  4.872  -7.026  0.030
H  -1.839  3.869  -7.258  0.031
H  -0.517  3.811  -8.460  0.040
C  1.687  2.640  -7.186  -0.318
H  1.617  2.603  -8.280  0.041
H  2.304  1.812  -6.829  0.024
H  2.168  3.576  -6.886  0.033
C  -1.718  -1.133  -4.784  -0.284
H  -1.815  -1.411  -3.728  0.013
H  -1.724  -2.030  -5.421  0.043
H  -2.563  -0.481  -5.054  0.044
C  1.150  -1.441  -4.955  -0.274
H  2.060  -1.023  -5.414  0.046
H  0.843  -2.351  -5.489  0.053
H  1.386  -1.685  -3.914  -0.008
C  -2.969  0.099  0.551  -0.178
Si  -3.141  -0.380  2.349  0.336
C  -3.706  1.098  3.335  -0.168
C  -4.274  -1.814  2.605  -0.149
N  -1.542  -0.861  2.909  -0.227
C  -1.381  -1.934  3.793  -0.410
C  -1.817  -1.819  5.142  -0.070
C  -1.641  -2.893  6.016  -0.080
C  -1.197  -4.116  5.526  -0.093
C  -0.854  -4.271  4.176  -0.067
C  -0.864  -3.154  3.324  -0.042
H  -3.981  0.056  0.127  0.056
H  -2.341  -0.584  -0.040  0.023
H  -2.613  1.136  0.417  0.026
H  -4.761  1.289  3.072  0.052
H  -3.661  0.933  4.418  0.036
H  -3.135  2.004  3.085  0.009
H  -3.878  -2.723  2.129  0.050
H  -4.405  -2.023  3.678  0.049
H  -5.248  -1.563  2.162  0.043
H  -2.225  -0.861  5.461  0.094
H  -1.872  -2.753  7.066  0.108
H  -1.181  -4.987  6.187  0.106
H  -0.556  -5.239  3.778  0.105
H  -0.510  -3.203  2.290  0.090

Results
* HOMO level: -9.558 eV
* net charge: +1
* gap between HOMO and LUMO: 6.34 eV


No. 3
The following is a quantum chemistry calculation of a cluster of 8 separate species, C33H58Cl14O3 in total, from OMol25.

Last column: Löwdin charge in e.
Geometry (Å):
C  -1.347  2.696  -1.704  -0.105
C  -0.344  1.953  -0.812  -0.243
C  -0.539  0.427  -0.877  -0.211
C  -0.046  -0.294  0.395  -0.232
C  0.740  -1.600  0.177  -0.192
C  0.303  -2.421  -1.043  -0.221
C  1.336  -2.447  -2.174  -0.202
C  0.732  -2.915  -3.509  -0.173
C  0.433  -1.754  -4.481  -0.129
C  -0.979  -1.207  -4.562  -0.076
C  -1.280  -0.159  -5.352  -0.105
C  -0.343  0.476  -6.339  -0.129
C  -0.366  2.027  -6.409  -0.169
C  1.060  2.593  -6.280  -0.183
C  1.593  2.587  -4.852  -0.254
O  0.851  3.421  -3.972  -0.065
C  -2.658  0.423  -5.275  -0.351
O  -3.182  0.956  -6.225  0.123
C  -3.360  0.289  -3.970  0.016
C  -3.143  -0.825  -3.274  -0.005
C  -2.141  -1.791  -3.821  -0.326
O  -2.321  -2.987  -3.741  0.090
H  -0.941  3.639  -2.077  0.067
H  -2.244  2.947  -1.133  0.079
H  -1.671  2.081  -2.553  0.051
H  0.684  2.186  -1.103  0.109
H  -0.499  2.265  0.223  0.093
H  -1.626  0.280  -0.957  0.079
H  -0.079  0.027  -1.786  0.101
H  -0.879  -0.458  1.082  0.077
H  0.620  0.397  0.920  0.047
H  0.585  -2.214  1.070  0.098
H  1.815  -1.398  0.143  0.110
H  0.163  -3.460  -0.727  0.115
H  -0.661  -2.093  -1.435  0.063
H  2.127  -3.151  -1.896  0.112
H  1.819  -1.472  -2.299  0.104
H  1.490  -3.534  -4.001  0.109
H  -0.121  -3.571  -3.349  0.099
H  1.056  -0.906  -4.171  0.108
H  0.736  -2.052  -5.486  0.028
H  -0.655  0.094  -7.320  0.115
H  0.683  0.149  -6.175  0.089
H  -0.985  2.456  -5.618  0.103
H  -0.776  2.332  -7.370  0.113
H  1.055  3.622  -6.649  0.115
H  1.715  1.984  -6.912  0.115
H  1.628  1.562  -4.455  0.110
H  2.618  2.961  -4.854  0.118
H  0.040  2.966  -3.732  0.031
H  -4.036  1.072  -3.647  0.126
H  -3.672  -1.054  -2.353  0.041
Cl  1.864  2.638  2.445  0.560
C  1.601  2.283  4.174  -0.689
C  1.712  0.816  4.480  -0.667
Cl  0.371  -0.144  3.794  0.586
H  0.627  2.677  4.453  0.074
H  2.367  2.823  4.723  -0.025
H  1.681  0.676  5.560  0.050
H  2.643  0.402  4.098  0.067
Cl  3.060  2.535  7.539  0.569
C  4.640  1.796  7.164  -0.655
C  5.529  2.718  6.373  -0.634
Cl  4.929  2.988  4.713  0.592
H  4.454  0.867  6.629  0.072
H  5.107  1.563  8.118  0.003
H  6.519  2.276  6.282  0.075
H  5.622  3.689  6.852  0.071
Cl  -2.987  -7.304  -5.129  0.531
C  -3.807  -5.730  -4.942  -0.671
C  -4.978  -5.808  -4.000  -0.671
Cl  -6.329  -6.772  -4.658  0.532
H  -4.114  -5.396  -5.930  0.068
H  -3.077  -5.030  -4.545  0.040
H  -5.362  -4.804  -3.821  0.069
H  -4.689  -6.250  -3.050  0.064
Cl  4.653  0.524  10.450  0.575
C  3.526  0.502  11.832  -0.643
C  2.516  1.614  11.721  -0.649
Cl  3.264  3.220  11.920  0.571
H  4.113  0.572  12.743  0.069
H  3.015  -0.459  11.817  0.076
H  1.763  1.512  12.500  0.076
H  2.021  1.603  10.753  0.061
Cl  1.280  -2.454  -7.812  0.603
C  -0.165  -2.643  -8.842  -0.630
C  -1.287  -3.334  -8.109  -0.656
Cl  -0.926  -5.043  -7.765  0.558
H  0.132  -3.184  -9.736  0.069
H  -0.486  -1.642  -9.129  0.067
H  -2.187  -3.312  -8.722  0.077
H  -1.497  -2.843  -7.160  0.055
Cl  -2.859  -4.690  1.818  0.545
C  -4.405  -3.903  1.412  -0.662
C  -4.411  -3.370  0.003  -0.624
Cl  -3.283  -2.001  -0.188  0.651
H  -4.575  -3.110  2.136  0.068
H  -5.187  -4.653  1.521  0.074
H  -5.406  -3.007  -0.250  0.078
H  -4.123  -4.135  -0.714  0.066
Cl  1.832  7.690  8.567  0.537
C  1.512  7.462  10.306  -0.666
C  1.616  6.017  10.718  -0.701
Cl  0.301  5.025  10.036  0.528
H  0.526  7.867  10.519  0.067
H  2.255  8.046  10.846  0.072
H  1.541  5.938  11.802  0.063
H  2.558  5.578  10.403  0.034

Results
* HOMO level: -9.544 eV
* gap between HOMO and LUMO: 8.70 eV
* SMILES string: CCCCCCCCCC1=C(CCCCO)C(=O)C=CC1=O.ClCCCl.ClCCCl.ClCCCl.ClCCCl.ClCCCl.ClCCCl.ClCCCl


> Which formula does entry 2 have?

C33H57NP2SiY